# 1
Molecular formula: C11H16NO3
Method: DFT, wB97M-V/def2-TZVPD

Atoms and positions in Å:
C -0.0347 2.3814 -0.6586
C 0.3042 1.0415 -0.7216
N 1.3459 0.4042 -0.1950
C 2.2391 0.8733 0.7349
C 3.4752 0.2999 0.9022
C 3.5686 -1.1291 0.6466
C 2.5977 -1.7485 -0.0129
C 1.4822 -1.1487 -0.5641
O 0.3116 -1.8653 -0.2987
C -0.8264 -1.0973 -0.4249
C -1.4543 -0.8957 1.0174
O -0.5545 -0.2688 1.9009
C -2.6899 0.1794 0.9015
O -3.3641 -0.0891 -0.3151
C -0.6321 0.0594 -1.3058
H 0.4114 2.9017 0.1890
H -1.1494 2.2551 -0.5030
H 0.0844 3.0277 -1.4979
H 2.0804 1.8091 1.1218
H 4.2523 0.8119 1.4604
H 4.3483 -1.8890 0.9470
H 2.4905 -2.7899 -0.2290
H 1.4658 -0.9644 -1.5823
H -1.6633 -1.6882 -0.9342
H -1.6980 -1.7730 1.5985
H -0.7961 -0.5381 2.9001
H -2.1550 1.1318 0.7544
H -3.3810 0.2412 1.6891
H -3.5336 -0.9966 -0.1761
H -0.3767 -0.4410 -2.3056
H -1.5091 0.6271 -1.6325

The SMILES is CC1=[N+]2C=CC=C[C@H]2O[C@@H]([C@@H](O)CO)C1. Its total charge is +1. As for the electronic energy: -708.82948 a.u. The value obtained for the HOMO-LUMO gap (spin up / spin down) is 0.294 / 0.294 hartree. The value obtained for the molar mass is 210.253 Da.

Löwdin atomic charge list, values in e, 2 entries:
1 C 0.0388
2 C -0.2089

# 2
Molecular formula: C11H16NO3
Method: DFT, wB97M-V/def2-TZVPD

Atoms and positions in Å:
C -4.2872 0.6430 0.2705
C -3.8182 -0.0373 -0.9648
C -3.3701 0.8031 1.2670
C -2.5953 -0.6346 -0.8615
C -2.1377 0.2320 1.1755
C 0.9957 -0.2111 -1.1562
C 0.8104 1.1429 -0.5679
C 1.5199 0.8704 0.8190
C 0.8859 -1.1509 -0.0120
C 0.7931 -2.6494 -0.0198
C 3.0877 0.9137 0.8421
N -1.7452 -0.5055 0.0939
O 1.1458 -0.5070 1.0822
O -0.4047 1.7992 -0.5959
O 3.7025 0.0753 -0.1211
H -5.1930 1.1720 0.1955
H -4.6771 -0.2890 -1.5788
H -3.6612 1.4084 2.0797
H -2.2097 -1.3346 -1.6392
H -1.3177 0.4206 1.8264
H 0.2635 -0.4481 -1.9569
H 2.0198 -0.3052 -1.5755
H 1.4651 1.9155 -1.2247
H 1.2381 1.5564 1.5570
H 1.5834 -3.0513 -0.5514
H -0.2362 -2.9794 -0.1945
H 0.9726 -3.0501 1.0541
H 3.2877 0.4688 1.8494
H 3.2581 1.9791 0.6911
H -0.5397 2.3391 -1.3929
H 4.6903 -0.0250 0.0787

Its total charge is +1. As for the electronic energy: -708.88986 a.u. The value obtained for the HOMO-LUMO gap is 0.320 hartree. The value obtained for the molar mass is 210.253 Da.

Löwdin atomic charge list, values in e, 2 entries:
1 C -0.0066
2 C -0.0049

# 3
Molecular formula: C11H16NOS
Method: DFT, wB97M-V/def2-TZVPD

Atoms and positions in Å:
C -0.9849 -2.0812 -0.2955
N -1.1581 -0.8096 0.3763
C -2.5451 -0.3436 0.8279
C -2.2454 0.9929 1.4839
S -1.3633 1.9769 0.2605
C -0.5367 0.4105 -0.4541
C -0.9139 0.2997 -1.9194
O -0.2248 1.3289 -2.6992
C 0.9023 0.4763 -0.0561
C 1.8667 0.0747 -0.9524
C 3.2411 0.0577 -0.6155
C 3.6211 0.3767 0.6356
C 2.6892 0.7014 1.6081
C 1.3089 0.6822 1.2684
H 0.0773 -2.0186 -0.4008
H -1.3859 -2.8759 0.3986
H -1.5319 -2.0088 -1.1772
H -0.6258 -0.7978 1.2497
H -2.8449 -1.0589 1.5639
H -3.2636 -0.4176 0.0904
H -3.1798 1.5437 1.8741
H -1.6090 0.7820 2.4054
H -2.1041 0.4766 -1.9945
H -0.7091 -0.6751 -2.4311
H -0.4088 1.2414 -3.5896
H 1.5848 -0.3493 -1.8468
H 4.0082 -0.3272 -1.3535
H 4.6246 0.4305 1.0090
H 3.0073 0.8943 2.6524
H 0.7036 1.0173 2.0816

The SMILES is C[N@@H+]1CCS[C@@]1(CO)c1ccccc1. Its total charge is +1. As for the electronic energy: -956.62741 a.u. The value obtained for the HOMO-LUMO gap is 0.358 hartree. The value obtained for the molar mass is 210.322 Da.

Löwdin atomic charge list, values in e, 2 entries:
1 C 0.0350
2 N -0.1052

What did the second record say?
Molecular formula: C11H16NO3
Method: DFT, wB97M-V/def2-TZVPD

Atoms and positions in Å:
C -4.2872 0.6430 0.2705
C -3.8182 -0.0373 -0.9648
C -3.3701 0.8031 1.2670
C -2.5953 -0.6346 -0.8615
C -2.1377 0.2320 1.1755
C 0.9957 -0.2111 -1.1562
C 0.8104 1.1429 -0.5679
C 1.5199 0.8704 0.8190
C 0.8859 -1.1509 -0.0120
C 0.7931 -2.6494 -0.0198
C 3.0877 0.9137 0.8421
N -1.7452 -0.5055 0.0939
O 1.1458 -0.5070 1.0822
O -0.4047 1.7992 -0.5959
O 3.7025 0.0753 -0.1211
H -5.1930 1.1720 0.1955
H -4.6771 -0.2890 -1.5788
H -3.6612 1.4084 2.0797
H -2.2097 -1.3346 -1.6392
H -1.3177 0.4206 1.8264
H 0.2635 -0.4481 -1.9569
H 2.0198 -0.3052 -1.5755
H 1.4651 1.9155 -1.2247
H 1.2381 1.5564 1.5570
H 1.5834 -3.0513 -0.5514
H -0.2362 -2.9794 -0.1945
H 0.9726 -3.0501 1.0541
H 3.2877 0.4688 1.8494
H 3.2581 1.9791 0.6911
H -0.5397 2.3391 -1.3929
H 4.6903 -0.0250 0.0787

Its total charge is +1. As for the electronic energy: -708.88986 a.u. The value obtained for the HOMO-LUMO gap is 0.320 hartree. The value obtained for the molar mass is 210.253 Da.

Löwdin atomic charge list, values in e, 2 entries:
1 C -0.0066
2 C -0.0049